The following is a DFT calculation (the ωB97M-V functional and the def2-TZVPD basis) of C31H24Cl5FeN3O3 as an isolated structure in a non-equilibrium geometry.

## Properties
* orbital gap (alpha / beta): 6.821 / 6.741 eV
* charge: 0
* HOMO energy (alpha / beta): -7.063 / -7.080 eV
* M: 719.661 g mol⁻¹
* maximum force: 0.027 hartree/bohr
* LUMO (alpha / beta): -0.24 / -0.34 eV
* ⟨S²⟩: 6.0114
* multiplicity: 5

XYZ file:
```
67
Properties=species:S:1:pos:R:3:forces:R:3
Fe -1.334513 -0.521673 0.295853 0.817 0.174 0.035
C -4.909873 0.599962 -0.416719 -0.055 -0.096 0.018
O -3.497652 0.765068 -0.527016 0.025 0.031 0.076
C -3.097711 1.968457 -1.068230 0.284 0.177 0.139
C -3.873996 2.675967 -1.968124 -0.083 -0.032 -0.124
C -3.424071 3.885046 -2.481419 -0.005 0.004 0.008
C -2.191010 4.382742 -2.094811 0.017 0.050 -0.079
C -1.415494 3.686918 -1.184125 0.008 -0.196 0.067
C -1.858334 2.478490 -0.640879 -0.236 0.487 -0.408
N -1.166687 1.757095 0.327865 0.118 -1.387 0.166
N -0.108274 2.325449 0.800097 -0.150 0.539 -0.081
C 0.561091 1.709238 1.754312 -0.286 -0.415 0.096
C 0.193190 0.483612 2.392724 0.218 0.199 -0.204
O -0.885776 -0.136162 2.293839 0.048 -0.435 -0.028
C 1.828892 -1.371436 2.438281 -0.373 0.265 -0.249
C 1.395263 -0.058358 3.144170 0.051 -0.101 -0.008
C 2.405842 1.052102 3.015539 -0.078 0.225 0.049
C 3.668539 1.155596 3.563558 0.059 -0.016 0.008
C 4.432320 2.287804 3.292826 0.051 -0.011 0.017
C 3.934611 3.294424 2.474900 -0.004 0.011 -0.024
C 2.664563 3.197331 1.921133 -0.074 -0.014 -0.010
C 1.897814 2.077282 2.205631 0.185 0.005 0.050
H -5.368738 1.516400 -0.043206 0.016 0.006 -0.023
H -5.356832 0.329649 -1.375851 0.033 0.023 -0.008
H -5.089328 -0.203135 0.288210 0.048 -0.071 0.021
H -4.834376 2.291031 -2.283172 0.029 0.001 0.017
H -4.045695 4.431815 -3.177713 0.015 -0.008 -0.020
H -1.832942 5.319093 -2.503190 0.004 -0.001 0.024
H -0.454208 4.062027 -0.861880 -0.039 0.038 0.016
H 2.629540 -1.840509 3.008337 -0.028 -0.043 -0.007
H 1.141792 -0.284119 4.182815 -0.032 -0.022 -0.026
H 4.070310 0.373492 4.198460 -0.036 -0.013 -0.002
H 5.420219 2.386915 3.724268 -0.003 -0.016 -0.014
H 4.546243 4.163814 2.268270 -0.014 0.004 0.006
H 2.263348 3.975694 1.284239 0.044 0.019 0.008
Cl -3.327970 -1.939471 1.293360 -0.499 0.316 0.264
C -2.411557 -3.260662 0.632308 0.403 -0.219 -0.227
C -1.193155 -2.905226 0.066552 -0.272 0.552 0.178
C -0.472958 -3.994637 -0.414877 -0.081 0.093 0.051
Cl 1.093615 -3.743900 -1.128942 0.336 -0.002 0.105
C -0.930414 -5.314889 -0.357914 0.048 0.029 -0.039
Cl 0.017547 -6.613174 -0.979370 -0.004 -0.013 0.000
C -2.174720 -5.591166 0.200872 0.005 -0.009 0.002
Cl -2.775871 -7.201723 0.255221 0.006 0.014 0.016
C -2.930295 -4.544014 0.715231 -0.135 -0.021 0.064
Cl -4.473004 -4.843973 1.421795 -0.004 0.004 0.013
O -1.387878 -0.523850 -1.986686 -0.524 0.116 0.211
C -0.367506 -1.109890 -2.807963 0.438 -0.144 -0.202
C 0.621985 -0.033456 -3.201130 -0.130 0.045 0.172
C 1.141396 0.668254 -1.948040 0.075 0.016 -0.210
C 1.997546 -0.191937 -1.067054 -0.079 0.013 0.275
C 3.254178 -0.608051 -1.489467 -0.066 0.027 -0.056
C 4.053205 -1.312703 -0.614769 0.024 -0.036 0.065
C 3.581917 -1.555988 0.663114 -0.008 -0.091 0.014
C 2.307813 -1.132825 1.020319 0.231 -0.094 0.007
N 1.515457 -0.484490 0.150548 -0.057 -0.212 -0.018
H -2.123192 -1.144253 -1.935070 -0.111 -0.059 -0.224
H -0.806734 -1.557659 -3.702590 -0.148 0.011 0.098
H 0.142944 -1.883912 -2.234757 -0.118 0.059 -0.132
H 0.146146 0.708086 -3.846281 -0.037 -0.058 -0.039
H 1.424876 -0.511408 -3.767627 0.037 0.055 -0.005
H 0.281324 0.984548 -1.371651 0.037 0.237 0.046
H 1.700707 1.566332 -2.221639 0.007 -0.017 0.000
H 3.593364 -0.365414 -2.488289 0.004 0.034 0.005
H 5.039829 -1.645978 -0.910010 -0.004 -0.012 -0.003
H 4.191470 -2.090783 1.378890 0.000 0.053 0.043
H 0.961839 -2.038939 2.426937 0.052 -0.067 0.017
```
Forces are in eV/Å.

Partial charges, natural (NBO), in e:
1. Fe 1.4643
2. C -0.2492
3. O -0.5726
4. C 0.3504
5. C -0.2914
6. C -0.2142
7. C -0.2211
8. C -0.2135
9. C 0.0452
10. N -0.4398
11. N -0.1326
12. C -0.0886
13. C 0.5771
14. O -0.7234
15. C -0.4181
16. C -0.3322
17. C -0.0366
18. C -0.1982
19. C -0.2279
20. C -0.2056
21. C -0.2222
22. C 0.0456
23. H 0.1923
24. H 0.1767
25. H 0.2041
26. H 0.2172
27. H 0.2138
28. H 0.2138
29. H 0.2352
30. H 0.2208
31. H 0.2478
32. H 0.2086
33. H 0.2111
34. H 0.2113
35. H 0.2185
36. Cl 0.0169
37. C -0.1057
38. C -0.5225
39. C 0.0225
40. Cl -0.0021
41. C -0.1276
42. Cl 0.0484
43. C -0.0865
44. Cl 0.0567
45. C -0.0908
46. Cl 0.0456
47. O -0.7692
48. C -0.0785
49. C -0.4060
50. C -0.4530
51. C 0.2340
52. C -0.2212
53. C -0.1590
54. C -0.2527
55. C 0.2492
56. N -0.5083
57. H 0.4903
58. H 0.1808
59. H 0.1961
60. H 0.2167
61. H 0.2111
62. H 0.2272
63. H 0.2295
64. H 0.2116
65. H 0.2188
66. H 0.2189
67. H 0.2424

The following is a DFT calculation (the ωB97M-V functional and the def2-TZVPD basis) of C31H24F5NO6Sm as an isolated structure in a non-equilibrium geometry.

## Properties
* orbital gap (alpha / beta): 7.964 / 7.920 eV
* charge: -1
* HOMO energy (alpha / beta): -5.540 / -5.496 eV
* M: 751.884 g mol⁻¹
* maximum force: 0.034 hartree/bohr
* LUMO (alpha / beta): 2.42 / 2.42 eV
* ⟨S²⟩: 8.7590
* multiplicity: 6

XYZ file:
```
68
Properties=species:S:1:pos:R:3:forces:R:3
Sm -0.510055 -0.715139 -0.431255 -0.438 1.366 -0.111
C -2.341400 3.730423 0.716699 -0.057 0.033 0.016
C -1.554341 4.633689 0.022853 0.034 0.025 -0.053
C -0.545391 4.162725 -0.797866 -0.012 0.157 0.029
C -0.329232 2.790307 -0.920629 0.078 -0.052 -0.064
N -1.096464 1.926450 -0.237692 0.033 -0.192 0.035
C -2.067076 2.385997 0.553243 0.056 -0.116 0.045
C 0.709752 2.199301 -1.819333 -0.154 0.224 0.113
C 1.584157 3.034939 -2.519978 0.078 0.069 -0.076
C 2.502399 2.501541 -3.411637 -0.063 -0.046 0.053
C 2.539268 1.124385 -3.600009 -0.051 0.040 0.017
C 1.682355 0.312478 -2.864666 0.155 -0.048 -0.128
C 0.747576 0.802806 -1.944517 0.272 -0.048 -0.197
H -3.140837 4.048967 1.375885 0.085 -0.029 -0.060
H -1.723478 5.700744 0.118975 0.009 -0.029 -0.011
H 0.067538 4.861330 -1.349938 -0.047 -0.021 0.033
H -2.639677 1.628606 1.077528 0.035 0.020 -0.064
H 1.568256 4.111131 -2.379834 0.003 -0.068 -0.028
H 3.177492 3.153839 -3.953919 -0.014 -0.010 0.010
H 3.236744 0.689348 -4.310131 -0.019 0.021 0.048
H 1.754161 -0.761535 -3.021750 0.034 -0.007 0.014
O -0.447471 -2.584331 -1.770430 0.462 -0.755 -0.346
C 0.686379 -2.922095 -1.305256 0.210 -0.175 -0.202
O 1.344105 -2.165669 -0.539496 0.138 -0.358 -0.275
C 1.258584 -4.252442 -1.684718 -0.073 0.006 -0.037
C 2.582144 -4.532485 -1.388120 0.137 -0.110 0.049
C 3.162291 -5.755069 -1.747867 0.110 0.154 0.106
C 2.351429 -6.651883 -2.392725 0.165 -0.105 0.020
O 2.676639 -7.905916 -2.842331 -0.062 -0.201 -0.107
C 1.487833 -8.442738 -3.434672 0.029 0.531 0.233
O 0.466125 -7.449801 -3.327999 0.022 -0.235 -0.102
C 1.032772 -6.375551 -2.680890 -0.208 0.015 -0.059
C 0.448022 -5.184271 -2.348773 -0.083 0.074 -0.071
H 3.157736 -3.780598 -0.862854 -0.031 -0.038 -0.035
H 4.198222 -5.987695 -1.528511 -0.107 0.032 -0.015
H 1.186081 -9.339215 -2.897036 -0.043 -0.097 0.124
H 1.674588 -8.667736 -4.482672 0.032 0.025 -0.148
H -0.582104 -4.945805 -2.585142 0.092 -0.015 0.038
C -1.277091 5.160175 4.055864 -0.001 -0.062 -0.014
C -0.797903 3.787371 3.651813 -0.003 0.033 0.045
C -1.524850 2.652663 3.991031 -0.035 0.009 -0.007
C -1.109314 1.378000 3.618543 -0.030 0.011 -0.001
C -1.959818 0.177918 3.968578 0.138 0.067 0.040
C 0.093356 1.242696 2.915336 -0.312 0.011 -0.024
C 0.846845 2.367074 2.569914 0.065 -0.036 -0.115
C 2.127590 2.230831 1.778208 -0.094 -0.026 0.114
C 0.378570 3.625734 2.933317 0.048 0.039 0.023
C 0.585144 -0.135244 2.534326 -0.262 -0.275 -0.120
O 1.609908 -0.543721 3.043009 0.160 -0.190 0.017
O -0.155768 -0.797576 1.678223 0.647 0.699 1.473
H -2.363547 5.240783 3.966651 0.045 -0.003 0.002
H -0.825643 5.934419 3.432246 -0.012 -0.034 0.013
H -1.017906 5.378815 5.096027 -0.007 -0.006 -0.038
H -2.459184 2.761862 4.537160 0.045 -0.005 -0.013
H -2.842627 0.483657 4.533726 0.063 -0.001 -0.015
H -1.394055 -0.537900 4.572429 -0.027 0.033 -0.048
H -2.284596 -0.350896 3.072959 0.003 0.012 -0.053
H 1.953467 1.721838 0.826432 -0.008 -0.003 -0.008
H 2.857869 1.634886 2.328458 -0.039 0.033 -0.024
H 2.553687 3.210991 1.556866 -0.034 -0.026 0.016
H 0.948261 4.504172 2.638874 -0.029 -0.052 0.008
F -2.403484 -2.107269 0.105528 -0.505 -0.299 -0.076
C -3.029567 -0.781772 0.074641 0.066 -0.400 -0.529
F -4.122225 -0.951937 0.862839 -0.392 0.292 0.601
C -3.572787 -0.710670 -1.344680 0.034 0.000 0.037
F -4.495181 -1.614594 -1.715436 0.035 -0.005 -0.029
F -2.520887 -0.846417 -2.212453 -0.260 0.157 0.037
F -4.103387 0.505076 -1.552965 -0.104 -0.011 -0.107
```
Forces are in eV/Å.

Partial charges, Mulliken, in e:
1. Sm 0.8913
2. C -1.1946
3. C -0.6681
4. C -0.7213
5. C 1.0495
6. N 0.3991
7. C -0.3044
8. C 0.7505
9. C -0.9183
10. C -0.7225
11. C -0.8720
12. C -0.1859
13. C 0.1381
14. H 0.4531
15. H 0.4050
16. H 0.3238
17. H 0.5450
18. H 0.2560
19. H 0.3692
20. H 0.3919
21. H 0.2125
22. O -0.6491
23. C 0.8868
24. O -0.7118
25. C -0.1578
26. C -0.4733
27. C -1.0773
28. C 1.0568
29. O -0.5121
30. C -0.2286
31. O -0.5087
32. C 0.9729
33. C -0.9338
34. H 0.5061
35. H 0.4041
36. H 0.2454
37. H 0.2424
38. H 0.5292
39. C -1.7885
40. C 0.5293
41. C -0.7861
42. C 1.1616
43. C -1.4986
44. C 1.3672
45. C 1.2333
46. C -1.8578
47. C -0.6354
48. C -0.6844
49. O -0.6805
50. O -0.4656
51. H 0.3688
52. H 0.3598
53. H 0.3918
54. H 0.2385
55. H 0.3976
56. H 0.3668
57. H 0.1800
58. H 0.2813
59. H 0.4105
60. H 0.3225
61. H 0.2511
62. F -0.3462
63. C -0.1410
64. F -0.3491
65. C 0.9867
66. F -0.2959
67. F -0.2251
68. F -0.2816